[1]
A structure of composition C9H20ClFNNbO3S2, computed with ωB97M-V/def2-TZVPD.

Properties
E_LUMO, eV: -1.85
Orbital gap, eV: 5.6865
Strongest force on any atom, eV Å⁻¹: 2.540

```
! wB97M-V def2-TZVPD RIJCOSX def2/J DEFGRID3
* xyz 0 1
C -2.77051 -3.75504 3.51302
C -2.00687 -2.99047 2.98186
Nb -0.35389 -2.07853 1.84988
F 0.79395 -2.10104 3.36377
S 0.54582 -4.12982 0.83482
C 1.13323 -0.72873 0.82140
C 2.36375 -0.29528 1.59802
C 3.37366 0.37480 0.67329
Cl 1.92005 0.91339 2.84921
C -1.71120 -1.59763 0.07394
S -2.41380 -2.86063 -0.88161
O -2.87446 -3.96261 -0.09417
O -1.57517 -3.08628 -2.02883
H -3.41020 -4.45460 4.00957
H -1.05175 -0.53011 2.48262
H -0.28402 -5.11151 1.17426
H 1.47687 -1.21890 -0.09419
H 0.61329 0.18124 0.53444
H 2.83127 -1.12663 2.11552
H 2.85658 1.22649 0.23390
H 4.25791 0.72293 1.20160
H 3.69908 -0.32426 -0.09343
H -1.10537 -1.05388 -0.64766
H -2.50774 -0.93317 0.40310
H -3.52870 -2.24792 -1.34654
C -1.05102 1.74166 -1.23300
C 0.23602 2.42455 -1.51381
O 1.28189 2.30981 -0.99331
N 0.20791 3.41342 -2.72203
C 0.66051 4.79281 -2.32180
H -0.89304 1.05682 -0.40576
H -1.82215 2.46908 -0.96576
H -1.38458 1.18433 -2.11249
H -0.70052 3.43066 -3.18443
H 0.89988 3.03634 -3.37442
H -0.02814 5.18493 -1.58041
H 0.66097 5.42130 -3.20693
H 1.66048 4.70248 -1.91365
*
```

Atom charges from the natural (NBO) analysis, given in e for atoms 1 to 4: number 1, C, carries -0.23; number 2, C, carries -0.43; number 3, Nb, carries 1.73; number 4, F, carries -0.54



[2]
The molecule C9H20ClO5P, computed with ωB97M-V/def2-TZVPD.

Properties
E_LUMO, eV: 0.02
SMILES: COCCCCCO[P@](=O)(O)OC[C@@H](C)Cl
Orbital gap, eV: 9.2275
Strongest force on any atom, eV Å⁻¹: 6.299

```
! wB97M-V def2-TZVPD RIJCOSX def2/J DEFGRID3
* xyz 0 1
C 1.13238 -2.89377 0.47637
O 1.61573 -2.22075 -0.75249
C 2.89041 -1.51768 -0.52000
C 2.76345 0.14099 -0.69245
C 2.78162 0.74832 0.83028
C 2.26569 2.29799 0.96878
C 0.93878 2.67166 0.07858
O -0.32831 2.13448 0.60870
P -1.31392 1.41727 -0.63478
O -0.74453 -0.07548 -0.85074
O -1.19301 2.24881 -2.19884
O -3.02487 1.36082 -0.26977
C -3.30786 0.52605 0.90925
C -3.56289 -1.06900 0.57189
C -3.80983 -1.39573 -1.01763
Cl -2.20371 -2.15798 1.30054
H 0.13720 -3.50188 0.22780
H 1.91273 -3.69842 0.85114
H 0.83360 -2.14254 1.33317
H 3.71006 -1.97766 -1.21758
H 3.23922 -1.75236 0.59657
H 3.70851 0.47054 -1.31990
H 1.78979 0.35582 -1.30492
H 2.24230 -0.02218 1.52810
H 3.92541 0.74775 1.17233
H 1.95123 2.44866 2.10884
H 3.15563 3.02387 0.71575
H 1.14374 2.42227 -1.04983
H 0.83315 3.85981 0.12874
H -0.38955 1.84706 -2.64606
H -2.51462 0.68909 1.76000
H -4.33972 0.92786 1.35489
H -4.55519 -1.41730 1.13647
H -4.58493 -0.59371 -1.42595
H -4.26123 -2.49432 -1.08582
H -2.83648 -1.40837 -1.67149
*
```

Atom charges from the natural (NBO) analysis, given in e for atoms 1 to 4: number 1, C, carries -0.28; number 2, O, carries -0.56; number 3, C, carries -0.06; number 4, C, carries -0.45



[3]
A cluster of 2 separate species, C9H20ClO6P in total, computed with ωB97M-V/def2-TZVPD.

Properties
E_LUMO, eV: 0.42
SMILES: C[C@@H](Cl)C[C@H](OC=O)P(=O)(O)O.CCOCC
Orbital gap, eV: 10.3131
Strongest force on any atom, eV Å⁻¹: 1.054

```
! wB97M-V def2-TZVPD RIJCOSX def2/J DEFGRID3
* xyz 0 1
C -2.93338 -3.83730 1.35321
C -1.40054 -3.71852 1.47118
Cl -0.74544 -5.28538 2.04293
C -0.76138 -3.29323 0.14266
C 0.30009 -2.19870 0.23961
O 0.78269 -1.87945 -1.07043
C 0.26400 -0.74910 -1.59474
O -0.12375 -0.67795 -2.71935
P 1.71208 -2.54157 1.34311
O 2.12650 -3.94055 1.49399
O 1.26647 -1.89938 2.73695
O 2.83030 -1.58157 0.75063
H -3.24896 -3.87122 0.31413
H -3.27238 -4.76164 1.81184
H -3.41995 -3.01832 1.87727
H -1.18279 -2.99044 2.24768
H -0.35807 -4.15117 -0.38995
H -1.54546 -2.86312 -0.48030
H -0.20251 -1.31650 0.65507
H 0.28251 0.12350 -0.92681
H 1.24092 -2.60865 3.39524
H 3.61535 -1.68050 1.31189
C 0.53235 5.47944 -0.07082
C 1.18085 4.10642 -0.10403
O 0.25954 3.03299 -0.17654
C -0.58953 3.01443 -1.31115
C 0.14257 2.92863 -2.63793
H -0.15872 5.55504 0.76941
H 1.29706 6.24901 0.03605
H -0.02559 5.69218 -0.98349
H 1.73415 3.94171 0.82050
H 1.90765 4.04491 -0.92178
H -1.27080 3.87258 -1.29980
H -1.20913 2.12555 -1.18229
H 0.76734 3.80171 -2.83035
H -0.57729 2.84952 -3.45224
H 0.78323 2.04664 -2.66133
*
```

Atom charges from the natural (NBO) analysis, given in e for atoms 1 to 4: number 1, C, carries -0.62; number 2, C, carries -0.19; number 3, Cl, carries -0.05; number 4, C, carries -0.44



[4]
The ion C9H20FNO2PS with charge +1, computed with ωB97M-V/def2-TZVPD.

Properties
E_LUMO, eV: -2.83
SMILES: C[C@H](F)C[C@H]1CC[C@H]([PH2]=S)C[N@@H+]1COO
Orbital gap, eV: 8.9895
Strongest force on any atom, eV Å⁻¹: 0.795

```
! wB97M-V def2-TZVPD RIJCOSX def2/J DEFGRID3
* xyz 1 1
C -2.88058 2.57795 1.87698
C -2.00679 1.35020 1.91100
F -1.16303 1.36330 3.02695
C -1.10152 1.18275 0.70159
C -0.60359 -0.26776 0.56383
C -1.17368 -1.00008 -0.64610
C -0.49800 -0.67823 -1.99700
C 0.72416 0.23498 -1.84649
P 1.69489 0.15674 -3.43021
S 0.67872 -0.12632 -5.04474
C 1.60770 -0.30105 -0.73120
N 0.91834 -0.30294 0.61966
C 1.36571 -1.46672 1.45043
O 2.75679 -1.41871 1.42110
O 3.32491 -2.72036 1.59748
H -3.70740 2.41484 1.18473
H -3.31244 2.72696 2.86721
H -2.32261 3.47805 1.61645
H -2.64053 0.46332 2.02236
H -0.25539 1.86153 0.86123
H -1.60872 1.52252 -0.20331
H -0.92601 -0.80391 1.45953
H -1.21236 -2.07861 -0.48477
H -2.21687 -0.67966 -0.68933
H -1.21012 -0.27399 -2.71252
H -0.13706 -1.61248 -2.43722
H 0.46122 1.28471 -1.68744
H 2.46905 1.32656 -3.40171
H 2.59580 -0.88398 -3.13542
H 1.95284 -1.31274 -0.94575
H 2.50491 0.30701 -0.61130
H 1.21768 0.53407 1.12157
H 0.97162 -1.31627 2.46036
H 0.96788 -2.37395 0.98507
H 2.76446 -3.16771 2.25695
*
```

Atom charges from the natural (NBO) analysis, given in e for atoms 1 to 4: number 1, C, carries -0.65; number 2, C, carries 0.22; number 3, F, carries -0.38; number 4, C, carries -0.46



[5]
A cluster of 3 separate species, C9H20FNO9S in total, computed with ωB97M-V/def2-TZVPD.

Properties
E_LUMO, eV: 0.23
SMILES: COC[C@H](N)S(=O)(=O)F.COC(=O)OC.COC(=O)OC
Orbital gap, eV: 10.6295
Strongest force on any atom, eV Å⁻¹: 5.057

```
! wB97M-V def2-TZVPD RIJCOSX def2/J DEFGRID3
* xyz 0 1
C 3.87508 -2.73670 0.88953
O 2.98744 -3.74528 0.42006
C 1.93053 -3.21185 -0.34751
C 0.61811 -2.95685 0.51719
N -0.50993 -3.67928 -0.11062
S 0.26716 -1.15233 0.61519
O -0.56779 -0.96167 1.82273
O -0.40534 -0.69105 -0.62200
F 1.63926 -0.25514 0.71523
H 4.58341 -2.36650 0.11621
H 3.37332 -1.86387 1.35688
H 4.49893 -3.21308 1.68000
H 1.63493 -4.00158 -1.07174
H 2.22089 -2.31545 -0.94385
H 0.76970 -3.43301 1.50846
H -0.95771 -4.22702 0.62296
H -1.23627 -3.01567 -0.39439
C -1.81598 1.21296 -2.72350
O -2.60620 1.42379 -3.89516
C -3.25113 0.33686 -4.31850
O -3.21528 -0.74980 -3.80932
O -3.94546 0.66838 -5.41002
C -4.69004 -0.40913 -5.97365
H -1.34122 2.15953 -2.47360
H -2.44222 0.90653 -1.88625
H -1.03875 0.47323 -2.91024
H -5.42962 -0.77951 -5.26371
H -4.02538 -1.21356 -6.28888
H -5.20919 -0.02294 -6.84837
C 0.13648 1.59650 2.60906
O 0.02596 2.72290 3.48492
C 1.18651 3.31934 3.75386
O 2.26327 2.99319 3.33361
O 0.94392 4.34538 4.57456
C 2.10861 5.07840 4.94714
H -0.85770 1.19600 2.46210
H 0.53590 1.90372 1.64205
H 0.76106 0.82613 3.05546
H 2.58457 5.51764 4.07035
H 2.81034 4.44015 5.48430
H 1.78983 5.88065 5.60947
*
```

Atom charges from the natural (NBO) analysis, given in e for atoms 1 to 4: number 1, C, carries -0.27; number 2, O, carries -0.53; number 3, C, carries -0.09; number 4, C, carries -0.30



[6]
A cluster of 3 separate species, C9H20N2O8P2 in total, computed with ωB97M-V/def2-TZVPD.

Properties
E_LUMO, eV: 0.31
SMILES: O=C1OC[C@@H](PP(=O)(O)O)O1.CN(C)C=O.CN(C)C=O
Orbital gap, eV: 9.1228
Strongest force on any atom, eV Å⁻¹: 1.288

```
! wB97M-V def2-TZVPD RIJCOSX def2/J DEFGRID3
* xyz 0 1
O 3.01541 -0.42091 1.29380
C 2.24214 0.16141 0.59876
O 2.57583 0.82129 -0.54752
C 1.30672 1.12263 -1.16838
C 0.56283 1.45939 0.07398
P -1.19033 2.04273 -0.01257
P -2.48494 0.32982 0.29629
O -2.55217 -0.04453 1.69152
O -2.11691 -0.86249 -0.66842
O -3.93097 0.85403 -0.21450
O 0.89481 0.27683 0.82080
H 1.30682 1.81296 -1.99227
H 0.99635 0.15575 -1.54198
H 1.11941 2.23157 0.59146
H -1.36863 2.33469 -1.38500
H -2.77046 -0.92509 -1.39421
H -3.96318 1.80094 -0.06120
C 6.52444 -0.95001 4.88125
N 6.23152 0.16965 4.01060
C 5.60041 -0.07943 2.72076
C 6.52256 1.43521 4.35385
O 6.29990 2.41089 3.66454
H 7.20481 -1.64332 4.38209
H 5.60240 -1.47792 5.13299
H 6.99101 -0.59973 5.79944
H 6.24737 0.28725 1.92262
H 4.65857 0.45087 2.66910
H 5.42565 -1.14254 2.59037
H 6.99634 1.51518 5.34820
C -6.52460 -1.46727 -4.68917
N -5.51336 -1.13481 -3.70283
C -5.93207 -0.75140 -2.36182
C -4.21004 -1.17180 -3.98871
O -3.30809 -0.90470 -3.20782
H -7.18279 -0.61168 -4.84804
H -7.11842 -2.31343 -4.34042
H -6.05600 -1.73152 -5.63406
H -5.57281 0.24937 -2.13195
H -5.51104 -1.43922 -1.62858
H -7.01607 -0.77383 -2.29749
H -4.00246 -1.47684 -5.02545
*
```

Atom charges from the natural (NBO) analysis, given in e for atoms 1 to 4: number 1, O, carries -0.56; number 2, C, carries 0.97; number 3, O, carries -0.49; number 4, C, carries -0.10